{
  "formula": "C13H13N3O3S2",
  "method": "wB97M-V/def2-TZVPD",
  "e_tot_ev": -45962.940,
  "max_force_ha_per_bohr": 0.318,
  "lumo_ev": 0.04,
  "symbols": ["C", "C", "H", "C", "O", "N", "H", "C", "C", "C", "C", "C", "C", "C", "H", "O", "C", "O", "H", "H", "H", "H", "H", "H", "S", "C", "N", "N", "C", "S", "H", "H", "H", "H"],
  "xyz": [[3.229, -1.193, 2.113], [2.219, -1.425, 0.969], [1.203, -1.824, 1.313], [2.047, -0.303, 0.007], [3.015, 0.678, -0.155], [0.961, -0.486, -0.591], [0.365, -1.340, -0.331], [0.469, 0.599, -1.698], [-0.672, 1.338, -1.082], [-1.985, 1.231, -1.408], [-3.220, 1.730, -0.946], [-2.795, 2.634, 0.018], [-1.323, 3.033, 0.618], [-0.528, 2.210, 0.072], [0.632, 2.424, 0.325], [-1.483, 3.719, 1.772], [-2.752, 4.275, 1.948], [-3.620, 3.473, 0.981], [-3.297, 4.031, 2.759], [-3.004, 5.203, 1.737], [-4.033, 1.717, -1.302], [-2.265, 0.298, -2.162], [1.187, 1.170, -1.749], [0.069, -0.011, -2.403], [2.925, -2.937, -0.338], [1.489, -3.632, -0.636], [0.481, -3.175, -0.384], [-0.728, -4.043, -1.114], [-0.093, -5.153, -1.505], [1.604, -5.183, -1.452], [-0.813, -5.799, -2.197], [4.258, -0.764, 1.478], [3.488, -2.079, 2.626], [2.968, -0.416, 2.718]],
  "forces_ev_per_angstrom": [[3.335, -0.218, -5.660], [0.984, -2.033, 1.156], [1.677, 0.351, -0.444], [7.268, 4.076, 1.330], [-5.065, -4.605, 0.613], [-4.889, 1.813, -3.878], [0.901, 1.561, -0.819], [-6.902, -6.158, 6.245], [-2.518, 1.709, 2.005], [-1.214, -6.075, -4.846], [13.852, 4.129, 7.684], [-0.343, 4.408, 5.233], [-9.716, -0.911, -0.980], [10.254, -0.856, -1.490], [-2.247, -0.982, -0.090], [1.571, 0.988, 0.564], [-0.680, -6.335, -4.666], [1.000, -1.271, -2.197], [-0.399, -1.149, 3.890], [0.444, 4.967, -1.525], [-11.182, -0.955, -4.843], [1.168, 2.387, 1.195], [7.747, 5.425, -1.713], [-0.360, -1.194, -2.911], [3.629, 3.356, 2.885], [8.885, -5.947, -3.058], [-15.359, 3.122, 0.778], [4.037, -1.431, 1.440], [-4.297, 2.136, -1.817], [0.059, -1.122, -0.256], [2.038, 0.913, 1.771], [-2.817, -1.247, 2.065], [0.145, -0.918, 0.631], [-1.006, 2.066, 1.706]],
  "nbo_charge": [-0.63, -0.22, 0.24, 0.57, -0.72, -0.58, 0.45, -0.17, -0.11, -0.12, -0.30, 0.34, 0.27, -0.25, 0.22, -0.47, 0.26, -0.57, 0.17, 0.16, 0.20, 0.18, 0.22, 0.22, 0.25, -0.14, -0.37, -0.23, -0.21, 0.38, 0.27, 0.24, 0.22, 0.23]
}

---

{
  "formula": "C6H7ClO2S",
  "method": "wB97M-V/def2-TZVPD",
  "e_tot_ev": -33786.397,
  "max_force_ha_per_bohr": 0.075,
  "smiles": "CO[C@]1(Cl)SC=C(C)C1=O",
  "lumo_ev": -0.40,
  "symbols": ["C", "O", "C", "Cl", "S", "C", "C", "C", "C", "O", "H", "H", "H", "H", "H", "H", "H"],
  "xyz": [[-3.003, -0.577, -1.139], [-1.758, -0.980, -0.606], [-1.079, -0.185, 0.234], [-2.136, 0.057, 1.907], [-0.761, 1.539, -0.278], [0.973, 1.209, -0.068], [1.383, 0.072, 0.444], [2.774, -0.397, 0.589], [0.188, -0.816, 0.590], [0.201, -1.961, 0.997], [-3.463, -1.479, -1.467], [-3.049, 0.217, -1.943], [-3.681, -0.208, -0.363], [1.501, 1.977, -0.428], [3.380, 0.077, 1.421], [3.254, -0.176, -0.296], [2.818, -1.446, 0.761]],
  "forces_ev_per_angstrom": [[-1.221, 1.312, 0.105], [0.364, 0.173, -0.292], [-3.240, 1.937, 0.342], [0.924, -0.429, -1.114], [0.511, -0.808, -0.076], [-2.759, -0.686, 0.299], [-1.353, -1.077, 0.080], [0.213, 0.564, 2.496], [2.475, -1.993, 2.058], [0.177, 0.667, -0.531], [-0.167, -0.659, -0.664], [0.919, -0.935, 0.675], [0.366, 0.036, 0.283], [2.488, 2.760, -0.984], [-0.970, -0.309, -0.798], [1.400, 0.351, -1.960], [-0.127, -0.904, 0.082]],
  "nbo_charge": [-0.28, -0.48, 0.19, -0.18, 0.27, -0.23, -0.14, -0.63, 0.46, -0.48, 0.21, 0.19, 0.20, 0.21, 0.23, 0.22, 0.24]
}

---

{
  "formula": "C23H26FN3O6S",
  "method": "wB97M-V/def2-TZVPD",
  "e_tot_ev": -54580.493,
  "max_force_ha_per_bohr": 0.020,
  "smiles": "CC(C)[C@@H](C(=O)NCc1ccco1)N(Cc1ccco1)C(=O)CNS(=O)(=O)c1ccc(F)cc1",
  "lumo_ev": 0.21,
  "symbols": ["C", "C", "C", "C", "C", "O", "N", "C", "C", "C", "C", "C", "O", "N", "C", "C", "C", "C", "C", "O", "C", "O", "C", "N", "S", "O", "O", "C", "C", "C", "C", "F", "C", "C", "H", "H", "H", "H", "H", "H", "H", "H", "H", "H", "H", "H", "H", "H", "H", "H", "H", "H", "H", "H", "H", "H", "H", "H", "H", "H"],
  "xyz": [[-1.278, -3.269, -1.920], [-2.070, -1.976, -2.103], [-3.366, -2.033, -1.297], [-1.170, -0.758, -1.804], [-1.870, 0.586, -2.073], [-3.010, 0.684, -2.478], [-1.071, 1.642, -1.836], [-1.578, 2.999, -1.809], [-1.793, 3.446, -0.396], [-0.927, 3.559, 0.653], [-1.710, 3.952, 1.767], [-2.988, 4.044, 1.313], [-3.049, 3.734, 0.007], [-0.565, -0.752, -0.474], [-1.339, -0.255, 0.647], [-1.862, -1.328, 1.558], [-2.959, -1.331, 2.370], [-2.969, -2.589, 3.023], [-1.881, -3.257, 2.563], [-1.199, -2.500, 1.681], [0.735, -1.086, -0.377], [1.391, -1.488, -1.323], [1.398, -0.990, 1.003], [1.521, 0.393, 1.423], [2.308, 1.443, 0.389], [1.577, 1.437, -0.845], [2.403, 2.676, 1.109], [3.946, 0.779, 0.132], [4.161, -0.184, -0.837], [5.437, -0.695, -1.002], [6.456, -0.219, -0.193], [7.695, -0.712, -0.350], [6.245, 0.751, 0.775], [4.966, 1.252, 0.936], [-0.350, -3.239, -2.486], [-1.866, -4.119, -2.256], [-1.029, -3.417, -0.871], [-2.344, -1.872, -3.158], [-3.916, -1.103, -1.394], [-3.990, -2.837, -1.682], [-3.174, -2.232, -0.248], [-0.321, -0.818, -2.498], [-0.123, 1.508, -1.503], [-2.535, 3.010, -2.338], [-0.863, 3.653, -2.315], [0.131, 3.391, 0.638], [-1.362, 4.143, 2.761], [-3.906, 4.315, 1.796], [-2.200, 0.291, 0.257], [-0.729, 0.454, 1.221], [-3.673, -0.542, 2.478], [-3.692, -2.941, 3.730], [-1.493, -4.235, 2.766], [2.379, -1.477, 0.911], [0.808, -1.533, 1.742], [1.865, 0.507, 2.364], [3.336, -0.531, -1.441], [5.647, -1.449, -1.744], [7.069, 1.098, 1.378], [4.745, 2.018, 1.662]],
  "forces_ev_per_angstrom": [[-0.028, 0.213, -0.186], [0.055, 0.089, 0.109], [0.079, 0.122, -0.189], [-0.288, -0.312, -0.519], [0.449, -0.173, 0.003], [-0.334, -0.015, -0.118], [0.252, 0.333, -0.083], [-0.267, -0.009, 0.077], [0.814, -0.043, 0.139], [-0.350, -0.019, -0.584], [-0.531, 0.047, -0.023], [0.394, 0.101, 0.763], [-0.289, -0.038, -0.421], [-0.338, 0.153, -0.226], [0.149, -0.157, 0.443], [-0.804, 0.518, 0.366], [0.581, 0.125, -0.431], [0.436, -0.362, -0.102], [-0.666, -0.184, 0.575], [0.316, 0.152, -0.389], [0.208, -0.452, 0.294], [0.135, -0.202, -0.108], [0.178, -0.387, -0.308], [0.384, 0.665, -0.440], [-0.001, 0.097, 0.588], [0.441, -0.295, -0.109], [0.305, -0.076, 0.226], [-0.711, 0.330, 0.011], [0.051, -0.090, -0.174], [0.144, 0.062, 0.113], [-0.150, 0.036, 0.023], [-0.127, 0.054, 0.007], [0.018, -0.122, -0.092], [0.124, 0.050, 0.102], [0.125, -0.070, -0.051], [-0.063, -0.104, 0.002], [0.035, -0.053, 0.127], [0.049, 0.025, 0.047], [-0.107, 0.021, 0.055], [-0.071, -0.117, 0.009], [-0.014, -0.104, 0.138], [-0.188, 0.051, 0.122], [-0.252, -0.133, -0.034], [0.188, 0.082, -0.010], [-0.143, -0.027, 0.021], [0.211, -0.001, -0.065], [-0.005, 0.067, 0.242], [-0.172, 0.022, -0.028], [0.086, 0.004, 0.106], [-0.248, -0.060, -0.173], [-0.154, 0.231, -0.050], [-0.122, -0.158, 0.156], [0.124, -0.125, -0.039], [-0.239, 0.004, -0.039], [0.080, 0.131, -0.035], [0.069, 0.118, 0.164], [-0.019, -0.069, -0.078], [0.035, -0.069, -0.071], [0.080, 0.030, 0.042], [0.086, 0.096, 0.102]],
  "nbo_charge": [-0.61, -0.20, -0.63, -0.15, 0.68, -0.63, -0.62, -0.28, 0.27, -0.33, -0.30, 0.07, -0.40, -0.45, -0.31, 0.34, -0.33, -0.30, 0.07, -0.44, 0.72, -0.65, -0.34, -0.85, 2.33, -0.96, -0.94, -0.37, -0.16, -0.28, 0.43, -0.31, -0.28, -0.17, 0.22, 0.21, 0.20, 0.22, 0.24, 0.21, 0.20, 0.26, 0.44, 0.25, 0.22, 0.24, 0.22, 0.20, 0.25, 0.25, 0.23, 0.23, 0.21, 0.22, 0.25, 0.41, 0.28, 0.24, 0.24, 0.25]
}

---

no.,orbital gap (eV)
1,8.286
2,8.628
3,8.660